No. 1
{
  "formula": "C34H49N6O4SSbSe4Ti",
  "method": "wB97M-V/def2-TZVPD",
  "elements": ["Sb", "Se", "Se", "Se", "Se", "Ti", "S", "O", "O", "O", "O", "N", "N", "N", "N", "N", "N", "C", "C", "C", "C", "C", "C", "C", "C", "C", "C", "C", "C", "C", "C", "C", "C", "C", "C", "C", "C", "C", "C", "C", "C", "C", "C", "C", "C", "C", "C", "C", "C", "C", "C", "H", "H", "H", "H", "H", "H", "H", "H", "H", "H", "H", "H", "H", "H", "H", "H", "H", "H", "H", "H", "H", "H", "H", "H", "H", "H", "H", "H", "H", "H", "H", "H", "H", "H", "H", "H", "H", "H", "H", "H", "H", "H", "H", "H", "H", "H", "H", "H", "H"],
  "positions_angstrom": [[3.21, -1.64, 3.65], [3.36, 0.03, 5.41], [5.28, -2.61, 2.83], [2.25, -0.36, 1.56], [1.62, -3.39, 4.40], [0.06, 0.38, 0.53], [-0.30, -1.57, 2.89], [0.68, 1.75, -0.71], [1.93, 3.15, 0.52], [-1.10, -0.84, 1.72], [-0.38, 3.26, 0.62], [1.47, 5.30, -0.97], [-6.09, -0.04, -0.85], [-1.79, 0.05, -0.82], [-3.83, -0.27, -1.56], [-8.05, 0.75, -0.46], [-7.34, 0.14, -1.33], [-6.56, 1.71, 2.79], [2.63, -2.29, -1.33], [0.35, -0.26, -3.60], [-1.68, -2.44, 3.71], [-0.40, -4.55, -1.01], [-0.22, -0.28, 4.16], [-5.14, -0.81, -1.64], [2.16, -1.30, -2.20], [-5.27, 1.20, 2.53], [-0.79, 2.07, 1.24], [-2.15, 1.12, -1.60], [0.87, -1.38, -2.72], [4.04, -2.20, -0.81], [-4.95, 0.58, 1.35], [0.06, -2.48, -2.42], [-1.51, -0.36, 4.96], [-3.41, 0.95, -2.06], [-0.63, 4.55, -1.81], [0.76, 3.01, -0.22], [-0.81, 5.86, -1.03], [2.27, -4.30, 0.12], [0.50, -3.43, -1.47], [-7.57, 1.61, 1.86], [0.58, 6.46, -1.08], [-1.94, 2.38, 2.14], [-2.86, -2.12, -0.17], [-1.82, -1.85, 5.11], [-2.80, -0.78, -0.82], [-5.99, 0.46, 0.41], [3.06, -0.14, -2.53], [1.79, -3.32, -0.93], [0.75, 4.06, -1.37], [-7.26, 0.98, 0.65], [-1.23, -2.66, -3.19], [-1.07, -2.42, -4.24], [-2.03, -2.00, -2.84], [-1.87, -2.36, 0.20], [-1.43, -3.50, 3.70], [-0.06, 0.65, 3.62], [2.73, 0.41, -3.41], [-5.11, -1.84, -1.28], [-1.59, -3.68, -3.15], [3.20, -4.78, -0.19], [-1.07, -2.31, 5.76], [-2.28, 1.46, 2.62], [-4.05, 1.56, -2.68], [-1.08, 5.63, 0.00], [2.49, -3.78, 1.06], [2.06, 4.10, 0.60], [-2.33, 0.14, 4.42], [-1.44, 1.91, -1.78], [2.32, 5.42, -1.49], [3.09, 0.56, -1.69], [1.28, 3.57, -2.18], [-1.39, 0.14, 5.93], [0.78, -0.30, -4.61], [0.60, 0.70, -3.16], [-6.75, 2.19, 3.74], [-5.53, -0.80, -2.66], [-1.43, 3.85, -1.58], [-1.57, 6.52, -1.46], [-3.18, -2.88, -0.89], [0.01, -5.53, -1.26], [-2.78, 2.82, 1.58], [-0.63, 4.75, -2.88], [0.66, -0.49, 4.77], [4.08, -0.47, -2.71], [-3.94, 0.23, 1.16], [-2.55, -2.23, 3.08], [1.55, -5.08, 0.34], [-4.50, 1.33, 3.27], [0.73, 6.99, -2.03], [-2.81, -2.04, 5.53], [-1.40, -4.49, -1.44], [-8.56, 2.01, 2.04], [-0.73, -0.30, -3.70], [4.23, -2.83, 0.05], [4.28, -1.19, -0.50], [4.75, -2.48, -1.61], [-0.51, -4.52, 0.08], [0.76, 7.17, -0.27], [-3.55, -2.13, 0.68], [-1.68, 3.10, 2.93]],
  "energy_ha": -13048.27023,
  "total_charge": -2
}



No. 2
{
  "formula": "C5H6EuO4",
  "method": "wB97M-V/def2-TZVPD",
  "elements": ["Eu", "O", "O", "O", "O", "C", "C", "C", "C", "C", "H", "H", "H", "H", "H", "H"],
  "positions_angstrom": [[-0.98, -1.30, -0.67], [1.73, 0.29, 1.07], [0.10, 0.19, 2.51], [-2.55, 0.18, -1.47], [-1.86, -2.13, -2.59], [0.49, -0.02, 1.29], [-3.13, -0.18, -2.55], [3.63, 1.49, 1.70], [-2.76, -1.42, -3.15], [2.62, 0.71, 2.06], [4.44, 1.66, 2.40], [-0.75, -0.22, 2.70], [2.47, 0.30, 3.06], [-3.94, 0.43, -2.97], [-3.28, -1.78, -4.04], [3.77, 1.79, 0.66]],
  "relative_energy_kcal_mol": 0.00,
  "multiplicity": 9,
  "total_charge": 1
}



What did the second record say?
{
  "formula": "C5H6EuO4",
  "method": "wB97M-V/def2-TZVPD",
  "elements": ["Eu", "O", "O", "O", "O", "C", "C", "C", "C", "C", "H", "H", "H", "H", "H", "H"],
  "positions_angstrom": [[-0.98, -1.30, -0.67], [1.73, 0.29, 1.07], [0.10, 0.19, 2.51], [-2.55, 0.18, -1.47], [-1.86, -2.13, -2.59], [0.49, -0.02, 1.29], [-3.13, -0.18, -2.55], [3.63, 1.49, 1.70], [-2.76, -1.42, -3.15], [2.62, 0.71, 2.06], [4.44, 1.66, 2.40], [-0.75, -0.22, 2.70], [2.47, 0.30, 3.06], [-3.94, 0.43, -2.97], [-3.28, -1.78, -4.04], [3.77, 1.79, 0.66]],
  "relative_energy_kcal_mol": 0.00,
  "multiplicity": 9,
  "total_charge": 1
}



> Which formula does entry 2 have?

C5H6EuO4